(1)
Here is a cluster of 2 separate species, C5H7F6NO2 in total at a distorted geometry from OMol25. Energies are from ωB97M-V/def2-TZVPD.

XYZ file:
```
21
Properties=species:S:1:pos:R:3:lowdin_charge:R:1
C 0.444 1.604 -1.903 -0.095
N -0.343 0.381 -1.808 0.139
C -0.891 0.234 -0.673 -0.129
C -1.711 -1.013 -0.363 -0.533
F -3.008 -0.695 -0.498 0.156
F -1.428 -2.097 -1.126 0.144
F -1.611 -1.452 0.926 0.118
C -1.104 1.394 0.305 -0.647
F -1.640 1.165 1.453 0.211
F -1.887 2.316 -0.247 0.162
F 0.049 1.996 0.589 0.139
H 1.229 1.504 -1.198 0.071
H 0.696 1.820 -3.003 0.110
H -0.088 2.561 -1.610 0.099
C 1.501 -1.236 2.028 -0.096
O 0.994 -1.018 0.743 -0.272
O 2.046 -1.293 -0.162 -0.064
H 2.523 -0.725 2.125 0.114
H 1.644 -2.305 2.207 0.081
H 0.709 -0.858 2.736 0.112
H 1.875 -2.284 -0.521 0.182
```

Values from the calculation:
HOMO-LUMO gap = 11.0 eV
E_LUMO = 0.0122 Ha
DFT total energy = -27184.5125 eV
HOMO = -10.71 eV
energy above the lowest of the compared OMol25 structures with the same formula, charge and spin = 2.54 kcal/mol
SMILES = CN=C(C(F)(F)F)C(F)(F)F.COO
total charge = 0
F_max = 3.70 eV Å⁻¹


(2)
Here is the molecule C5H7FO at a distorted geometry from OMol25. Energies are from ωB97M-V/def2-TZVPD.

XYZ file:
```
14
Properties=species:S:1:pos:R:3:lowdin_charge:R:1
F 2.200 -0.190 1.344 0.004
C 1.754 -0.313 0.085 -0.106
C 0.444 -0.040 -0.082 -0.187
C -0.576 0.289 1.001 -0.071
C -1.915 -0.105 0.158 -0.174
O -1.622 0.374 -1.141 -0.157
C -0.291 -0.018 -1.470 -0.162
H 2.503 -0.403 -0.636 0.100
H -0.403 1.367 1.221 0.131
H -0.435 -0.220 1.934 0.097
H -2.238 -1.204 0.171 0.134
H -2.853 0.420 0.469 0.119
H -0.145 -0.911 -2.154 0.129
H 0.249 0.793 -2.121 0.144
```

Values from the calculation:
HOMO-LUMO gap = 10.1 eV
E_LUMO = 0.0363 Ha
DFT total energy = -10061.4647 eV
HOMO = -9.11 eV
energy above the lowest of the compared OMol25 structures with the same formula, charge and spin = 29.49 kcal/mol
SMILES = F/C=C1\CCOC1
total charge = 0
F_max = 3.86 eV Å⁻¹


(3)
Here is the molecule C5H7FO at a distorted geometry from OMol25. Energies are from ωB97M-V/def2-TZVPD.

XYZ file:
```
14
Properties=species:S:1:pos:R:3:lowdin_charge:R:1
C 0.987 -1.138 0.555 -0.160
C 0.544 -0.242 -0.541 -0.125
C -0.765 -0.014 -0.676 -0.155
C 1.291 0.479 2.252 -0.128
C -1.338 0.890 -1.669 -0.083
O 0.552 -0.543 1.864 -0.098
F 0.820 0.971 3.401 0.030
H 0.418 -2.179 0.434 0.163
H 2.064 -1.230 0.761 0.113
H 1.343 0.338 -0.890 0.093
H -1.310 -0.548 0.128 0.126
H -2.245 1.328 -1.105 0.121
H -1.735 0.368 -2.477 0.056
H -0.627 1.521 -2.036 0.047
```

Values from the calculation:
HOMO-LUMO gap (spin up / spin down) = 7.8 / 8.2 eV
E_LUMO (spin up / spin down) = 0.0402 / -0.0540 Ha
DFT total energy = -10056.8853 eV
HOMO (spin up / spin down) = -6.73 / -9.64 eV
energy above the lowest of the compared OMol25 structures with the same formula, charge and spin = 35.21 kcal/mol
spin multiplicity = 3
total charge = 0
F_max = 4.75 eV Å⁻¹


(4)
Here is the molecule C5H7FO2 at a distorted geometry from OMol25. Energies are from ωB97M-V/def2-TZVPD.

XYZ file:
```
15
Properties=species:S:1:pos:R:3:lowdin_charge:R:1
C -1.081 -0.287 2.000 0.115
C -0.829 0.532 0.921 -0.334
F -0.867 1.828 1.070 0.084
C -0.464 0.220 -0.489 -0.295
C 0.815 0.717 -0.986 -0.097
O 1.329 -0.508 -1.742 -0.087
C 1.182 -1.352 -0.538 -0.146
O -0.291 -1.199 -0.328 -0.134
H -0.745 0.299 2.987 0.124
H -1.285 -1.270 1.927 0.012
H -1.158 0.633 -1.185 0.151
H 1.510 0.723 -0.181 0.109
H 0.749 1.574 -1.703 0.159
H 1.651 -1.174 0.485 0.149
H 1.039 -2.547 -0.851 0.192
```

Values from the calculation:
HOMO-LUMO gap = 10.2 eV
E_LUMO = 0.0335 Ha
DFT total energy = -12106.4852 eV
HOMO = -9.32 eV
energy above the lowest of the compared OMol25 structures with the same formula, charge and spin = 80.56 kcal/mol
SMILES = C=C(F)[C@H]1COCO1
total charge = 0
F_max = 7.14 eV Å⁻¹


(5)
Here is the molecule C5H7FO2 at a distorted geometry from OMol25. Energies are from ωB97M-V/def2-TZVPD.

XYZ file:
```
15
Properties=species:S:1:pos:R:3:lowdin_charge:R:1
C -0.159 -1.432 -1.214 -0.083
C -0.783 -0.637 -0.082 -0.182
C -0.153 0.705 0.071 -0.281
C -0.812 1.850 -0.060 -0.063
F -2.133 1.881 -0.286 0.025
O 1.232 0.722 0.237 0.018
C 1.712 0.289 1.428 -0.304
O 1.074 -0.044 2.401 0.086
H -0.332 -0.958 -2.182 0.081
H -0.539 -2.465 -1.258 0.081
H 0.923 -1.441 -1.075 0.072
H -1.867 -0.405 -0.192 0.127
H -0.631 -1.168 0.877 0.122
H -0.364 2.862 0.028 0.142
H 2.832 0.240 1.308 0.160
```

Values from the calculation:
HOMO-LUMO gap = 10.6 eV
E_LUMO = 0.0334 Ha
DFT total energy = -12109.9784 eV
HOMO = -9.67 eV
energy above the lowest of the compared OMol25 structures with the same formula, charge and spin = 0.00 kcal/mol
SMILES = CC/C(=C\F)OC=O
total charge = 0
F_max = 1.75 eV Å⁻¹


(6)
Here is the molecule C5H7FO2 at a distorted geometry from OMol25. Energies are from ωB97M-V/def2-TZVPD.

XYZ file:
```
15
Properties=species:S:1:pos:R:3:lowdin_charge:R:1
F -2.246 -0.352 -1.209 -0.038
C -1.192 -1.052 -0.630 -0.118
C -0.120 -0.095 -0.339 -0.417
C 0.992 0.303 -1.289 0.056
C 1.272 -0.495 0.007 -0.193
O 1.646 0.176 1.194 -0.040
C 0.435 0.722 1.691 -0.181
O -0.427 0.937 0.588 -0.015
H -1.601 -1.509 0.309 0.146
H -0.874 -1.818 -1.363 0.140
H 1.237 1.329 -1.217 0.109
H 1.164 -0.180 -2.219 0.103
H 1.595 -1.520 -0.119 0.153
H -0.011 -0.036 2.405 0.147
H 0.633 1.703 2.190 0.148
```

Values from the calculation:
HOMO-LUMO gap = 10.7 eV
E_LUMO = 0.0334 Ha
DFT total energy = -12108.8790 eV
HOMO = -9.82 eV
energy above the lowest of the compared OMol25 structures with the same formula, charge and spin = 25.35 kcal/mol
SMILES = FC[C@]12C[C@H]1OCO2
total charge = 0
F_max = 1.95 eV Å⁻¹


(7)
Here is a structure of composition C5H7HgO3 at a distorted geometry from OMol25. Energies are from ωB97M-V/def2-TZVPD.

XYZ file:
```
16
Properties=species:S:1:pos:R:3:lowdin_charge:R:1
O -0.231 1.281 -0.200 0.027
C -0.104 -0.011 -0.010 -0.635
O 1.042 -0.388 0.576 -0.133
Hg 2.553 0.071 2.294 1.070
O -0.838 -0.807 -0.548 0.189
C -0.483 2.174 0.895 -0.247
H -0.787 1.596 1.783 0.132
H 0.453 2.735 1.096 0.125
C -1.558 3.116 0.519 0.099
H -1.762 3.310 -0.533 0.077
H -2.054 3.686 1.304 0.070
C 0.703 -3.575 -1.268 -0.039
C 0.752 -4.006 -2.417 0.033
H 0.532 -3.769 -0.217 0.030
H 1.292 -1.327 0.188 0.163
H 0.491 -4.088 -3.462 0.040
```

Values from the calculation:
HOMO-LUMO gap (spin up / spin down) = 7.4 / 4.6 eV
E_LUMO (spin up / spin down) = -0.1622 / -0.3249 Ha
DFT total energy = -15601.8308 eV
HOMO (spin up / spin down) = -11.85 / -13.41 eV
energy above the lowest of the compared OMol25 structures with the same formula, charge and spin = 30.78 kcal/mol
spin multiplicity = 3
total charge = +1
F_max = 4.70 eV Å⁻¹


(8)
Here is a cluster of 2 separate species, C5H7IN2 in total at a distorted geometry from OMol25. Energies are from ωB97M-V/def2-TZVPD.

XYZ file:
```
15
Properties=species:S:1:pos:R:3:lowdin_charge:R:1
C 0.845 -1.942 1.009 -0.158
C -0.259 -1.175 0.967 -0.134
C 0.928 -1.053 -0.926 -0.158
C 0.102 2.427 0.067 0.086
C -0.977 0.441 -0.730 -0.616
N 1.505 -1.932 -0.200 0.059
N -0.216 -0.591 -0.281 -0.224
I -3.030 0.208 -0.173 0.780
H 1.050 -2.771 1.762 0.123
H -1.015 -0.842 1.733 0.103
H 1.394 -0.726 -1.752 0.094
H -0.254 3.284 -0.421 -0.020
H 0.951 1.949 -0.425 -0.009
H -0.025 2.127 1.161 0.042
H -0.999 0.597 -1.792 0.029
```

Values from the calculation:
HOMO-LUMO gap (spin up / spin down) = 8.0 / 8.0 eV
E_LUMO (spin up / spin down) = -0.0117 / -0.0117 Ha
DFT total energy = -16375.3717 eV
HOMO (spin up / spin down) = -8.30 / -8.30 eV
energy above the lowest of the compared OMol25 structures with the same formula, charge and spin = 85.44 kcal/mol
total charge = 0
F_max = 5.24 eV Å⁻¹